{
  "formula": "C3H8OS2",
  "method": "ωB97M-V with the def2-TZVPD basis set",
  "orbital_gap_ev": 9.617,
  "e_homo_ha": -0.3396,
  "charge": 0,
  "de_lowest_kj_mol": 65.69,
  "smiles": "C=C(C)O.SS",
  "species": ["C", "C", "O", "C", "H", "H", "H", "H", "H", "H", "S", "S", "H", "H"],
  "xyz": [[1.52098, 0.59449, -0.69403], [0.50709, -0.16019, -1.10432], [0.44300, -1.51164, -0.82900], [-0.64200, 0.33289, -1.92360], [1.55462, 1.64583, -0.93946], [2.33433, 0.16905, -0.12137], [0.50288, -1.64667, 0.12393], [-0.49201, 1.39032, -2.14470], [-0.72179, -0.18696, -2.87817], [-1.57811, 0.22301, -1.37503], [-1.51091, -0.24041, 3.87901], [-1.05900, -0.32591, 1.86691], [-0.55349, -1.06886, 4.32535], [-0.30558, 0.78508, 1.81446]],
  "nbo_charge": [-0.514, 0.323, -0.716, -0.666, 0.206, 0.205, 0.490, 0.216, 0.228, 0.224, -0.116, -0.149, 0.126, 0.142]
}